Formula: C36H35ClN8O4SiTe4Y
Source: OMol25
Level of theory: ωB97M-V/def2-TZVPD

```
90
Properties=species:S:1:pos:R:3:forces:R:3
Y -0.2193 0.1807 0.0959 -1.1 3.0 -2.3
Te -2.2340 -1.6048 -0.5473 -2.6 -1.3 -1.8
Te -3.9729 -3.5364 -1.2949 0.2 0.1 -0.1
Te -0.1569 -4.8324 1.0507 0.5 -0.1 -0.3
Te -0.4303 -2.1981 1.2613 -2.7 -4.3 3.2
C -1.8068 0.7124 1.8329 -0.2 1.4 0.0
Si -2.3238 2.4298 1.4011 0.0 -0.5 0.8
C -0.7290 3.4508 1.0824 -0.3 0.0 -0.2
N 0.1878 2.9519 0.0268 0.1 -0.2 0.1
C 1.6105 3.2445 0.3645 0.3 -0.1 0.0
C 2.4010 3.8663 -0.7806 -0.2 0.1 0.1
C 1.7409 5.1748 -1.2151 0.0 -0.1 -0.1
C 0.2406 4.9593 -1.5113 0.0 0.0 0.1
C -0.1651 3.5005 -1.2896 0.0 0.2 -0.1
C -3.1353 3.3783 2.8316 0.0 0.1 -0.3
C -2.4055 3.6473 3.9912 0.0 0.0 0.0
C -2.9877 4.2776 5.0805 0.1 0.0 0.0
C -4.3246 4.6483 5.0325 0.0 0.0 0.0
C -5.0711 4.3807 3.8949 -0.1 0.0 0.0
C -4.4797 3.7521 2.8070 0.1 0.1 0.0
C -3.5796 2.5464 -0.0144 0.2 0.2 0.1
C -4.4810 1.5144 -0.2760 -0.1 -0.1 0.1
C -5.4555 1.6412 -1.2602 0.0 0.0 0.0
C -5.5509 2.8143 -1.9970 0.0 0.0 0.0
C -4.6797 3.8641 -1.7326 0.1 0.1 -0.1
C -3.7108 3.7291 -0.7478 -0.1 -0.1 -0.1
H -2.6612 0.0876 2.0894 0.0 -0.1 -0.2
H -1.1973 0.7955 2.7453 0.1 0.1 -0.1
H -0.2053 3.3744 2.0386 0.0 -0.1 0.0
H -0.9445 4.5221 0.9501 0.1 0.0 0.0
H 2.0970 2.3265 0.7018 -0.1 0.0 0.1
H 1.6483 3.9419 1.2081 -0.1 0.0 0.0
H 2.4795 3.1761 -1.6247 0.0 0.0 0.0
H 3.4168 4.0566 -0.4287 0.0 -0.1 0.0
H 2.2488 5.5765 -2.0940 0.0 0.0 0.0
H 1.8595 5.9061 -0.4122 0.0 0.0 0.0
H 0.0070 5.2154 -2.5468 0.0 0.0 0.0
H -0.3714 5.6150 -0.8882 0.0 0.0 0.0
H 0.3174 2.8957 -2.0584 0.0 0.0 0.0
H -1.2395 3.3915 -1.4266 0.0 -0.1 0.0
H -1.3641 3.3467 4.0496 0.0 0.0 0.1
H -2.4001 4.4697 5.9704 0.0 0.0 0.0
H -4.7831 5.1347 5.8851 0.0 0.0 0.0
H -6.1184 4.6570 3.8569 0.0 0.0 0.0
H -5.0731 3.5442 1.9237 0.0 0.0 0.0
H -4.4302 0.5885 0.2866 0.1 0.0 0.0
H -6.1292 0.8145 -1.4511 0.0 0.0 0.0
H -6.3074 2.9192 -2.7654 0.0 0.0 0.0
H -4.7559 4.7908 -2.2897 0.0 0.0 0.0
H -3.0488 4.5639 -0.5369 0.0 0.0 0.0
O 5.2992 -3.4063 2.5478 0.2 -0.1 0.2
C 4.5475 -2.3416 2.2108 0.1 0.0 -0.1
O 4.6208 -1.3209 2.8339 0.0 0.0 0.0
C 3.6752 -2.4795 1.0293 -0.1 0.0 -0.1
C 3.7656 -3.2691 -0.1063 -0.1 0.1 0.2
Cl 4.8231 -4.5779 -0.4028 0.1 0.0 -0.1
N 2.7330 -2.9528 -0.9176 0.1 0.2 0.2
N 1.9484 -2.0263 -0.3349 0.9 0.2 0.0
C 2.5075 -1.7228 0.8238 0.0 -0.3 -0.1
C 1.6927 -0.9083 1.8267 1.3 -0.7 1.5
O 1.4471 -1.4471 2.9078 1.0 0.7 -0.3
O 1.2973 0.2588 1.4562 2.0 0.6 0.8
C 2.3787 -3.3702 -2.2262 -0.1 -0.2 -0.5
C 1.0297 -3.3993 -2.5611 -0.2 0.0 0.2
C 0.6496 -3.6884 -3.8598 0.1 0.0 -0.1
C 1.6100 -3.9755 -4.8215 0.0 0.0 0.0
C 2.9526 -3.9719 -4.4738 0.0 0.0 0.0
C 3.3458 -3.6580 -3.1817 0.0 0.1 0.2
H 5.1137 -4.1660 1.9824 -0.1 0.0 0.0
H 0.2717 -3.2283 -1.8062 0.1 0.1 0.0
H -0.4051 -3.6928 -4.1028 0.0 0.0 0.0
H 1.3145 -4.1994 -5.8387 0.0 0.0 0.0
H 3.7124 -4.1913 -5.2132 0.0 0.0 0.0
H 4.3954 -3.6136 -2.9293 0.0 0.0 0.0
N -2.0852 0.9187 -4.1946 -0.1 -0.1 0.0
C -2.3221 0.9260 -2.8795 -0.2 0.0 0.0
N -1.1925 0.7512 -2.2407 0.7 0.4 -0.2
C -0.2690 0.6401 -3.2416 -0.9 0.0 -0.2
N -0.7840 0.7319 -4.4519 0.3 -0.1 0.1
C 1.1397 0.4761 -2.9630 0.8 -0.1 0.6
C 2.0904 0.4843 -3.9859 -0.3 0.0 -0.3
N 3.3896 0.4742 -3.7637 0.0 0.0 0.4
C 3.7478 0.4693 -2.4743 0.1 0.0 -0.5
C 2.8242 0.4165 -1.4571 -0.1 -0.1 0.6
N 1.5030 0.3832 -1.6683 0.6 0.8 -1.6
H -2.7450 0.9690 -4.9508 0.0 0.0 0.0
H -3.3001 1.0092 -2.4323 0.0 0.1 0.0
H 1.7506 0.5147 -5.0145 0.0 0.0 0.0
H 4.8085 0.5044 -2.2641 0.0 0.0 0.1
H 3.1510 0.3906 -0.4255 0.0 0.0 0.0
```
Forces are in eV/Å.

Electronic energy: -3992.09123 a.u.
HOMO-LUMO gap: 4.14 eV
LUMO energy: 0.93 eV
Total charge: -1
HOMO level: -3.2 eV
M: 1306.6 g mol⁻¹